Record 1
{
  "formula": "C24H30AsN6O2PtS2",
  "method": "the ωB97M-V functional and the def2-TZVPD basis",
  "e_lumo_ev": [-11.015, -11.016],
  "spin_multiplicity": 1,
  "de_lowest_kj_mol": 7.0,
  "charge": 3,
  "max_force_ev_per_a": 1.2,
  "symbols": ["Pt", "C", "C", "C", "N", "N", "C", "N", "S", "H", "H", "H", "H", "H", "H", "H", "S", "C", "N", "C", "C", "N", "H", "H", "H", "H", "H", "H", "C", "As", "C", "C", "C", "C", "C", "C", "C", "C", "H", "H", "H", "H", "H", "H", "H", "H", "H", "H", "H", "H", "H", "O", "C", "N", "C", "O", "C", "C", "C", "C", "C", "C", "H", "H", "H", "H"],
  "positions_angstrom": [[-1.31, 0.21, 0.63], [-2.01, -2.20, -4.94], [-3.20, -1.61, -4.19], [-2.98, -1.63, -2.71], [-2.25, -0.78, -2.07], [-2.17, -1.07, -0.73], [-2.82, -2.18, -0.36], [-2.84, -2.70, 0.86], [-3.63, -2.89, -1.70], [-2.20, -2.17, -6.02], [-1.84, -3.24, -4.67], [-1.10, -1.63, -4.75], [-4.11, -2.16, -4.42], [-3.38, -0.57, -4.48], [-2.41, -2.24, 1.65], [-3.39, -3.52, 1.05], [-2.01, 1.82, -0.85], [-1.02, 3.29, -0.81], [-0.58, 3.98, 0.20], [0.02, 5.26, -0.24], [-0.18, 5.23, -1.77], [-0.78, 3.89, -1.97], [-0.68, 3.71, 1.19], [1.07, 5.30, 0.05], [-0.50, 6.08, 0.24], [0.75, 5.30, -2.32], [-0.86, 6.00, -2.12], [-1.18, 3.58, -2.84], [1.45, 0.92, -1.41], [0.80, -0.51, -0.32], [1.96, -0.69, 1.19], [0.69, -2.15, -1.38], [2.12, -2.50, -1.65], [2.75, -2.00, -2.79], [4.07, -2.33, -3.05], [4.77, -3.14, -2.17], [4.14, -3.65, -1.03], [2.82, -3.32, -0.77], [2.44, 0.62, -1.76], [1.54, 1.82, -0.81], [0.77, 1.07, -2.25], [2.94, -0.96, 0.80], [1.59, -1.47, 1.86], [2.01, 0.27, 1.71], [0.12, -1.89, -2.27], [0.15, -2.90, -0.79], [2.20, -1.39, -3.50], [4.55, -1.96, -3.95], [5.80, -3.41, -2.38], [4.68, -4.30, -0.36], [2.33, -3.74, 0.10], [-0.66, 3.45, 2.89], [-0.70, 2.30, 3.22], [-0.88, 1.19, 2.33], [-0.86, 0.06, 3.07], [-0.99, -1.00, 2.35], [-0.69, 0.30, 4.48], [-0.63, -0.52, 5.59], [-0.47, 0.10, 6.83], [-0.37, 1.49, 6.93], [-0.44, 2.31, 5.80], [-0.60, 1.69, 4.58], [-0.72, -1.60, 5.51], [-0.42, -0.50, 7.72], [-0.25, 1.93, 7.90], [-0.37, 3.39, 5.88]]
}



Record 2
{
  "formula": "C24H30Br2MoN3O2S",
  "method": "the ωB97M-V functional and the def2-TZVPD basis",
  "e_lumo_ev": [-10.810, -10.950],
  "spin_multiplicity": 3,
  "s2": 2.06,
  "de_lowest_kj_mol": 185.7,
  "charge": 3,
  "max_force_ev_per_a": 4.3,
  "symbols": ["Mo", "C", "C", "C", "C", "C", "C", "Br", "C", "C", "Br", "C", "O", "C", "N", "H", "H", "H", "H", "H", "H", "C", "C", "N", "C", "C", "C", "C", "N", "H", "H", "H", "H", "H", "H", "H", "H", "H", "H", "H", "H", "H", "H", "C", "C", "C", "C", "C", "C", "C", "S", "C", "O", "H", "H", "H", "H", "H", "H", "H", "H", "H", "H"],
  "positions_angstrom": [[-0.25, 0.23, -0.86], [-2.31, 3.14, -0.11], [-1.07, 3.06, 0.70], [-0.76, 4.08, 1.62], [0.42, 4.07, 2.33], [1.34, 3.03, 2.10], [2.63, 2.90, 2.70], [3.21, 4.18, 3.96], [3.48, 1.86, 2.35], [3.09, 0.91, 1.39], [4.21, -0.51, 0.89], [1.84, 1.01, 0.80], [1.32, 0.25, -0.15], [0.95, 2.05, 1.17], [-0.24, 2.03, 0.50], [-3.01, 3.84, 0.34], [-2.80, 2.17, -0.21], [-2.07, 3.53, -1.11], [-1.46, 4.89, 1.76], [0.65, 4.85, 3.05], [4.45, 1.79, 2.81], [2.51, -0.89, -6.19], [1.66, -1.98, -5.53], [1.56, -1.78, -4.09], [2.77, -2.13, -3.34], [3.44, -0.89, -2.75], [0.52, -1.23, -3.49], [-0.60, -0.65, -4.31], [0.39, -1.19, -2.16], [2.54, -1.05, -7.26], [3.53, -0.91, -5.83], [2.09, 0.10, -6.00], [2.13, -2.95, -5.69], [0.67, -2.01, -5.97], [3.46, -2.60, -4.03], [2.54, -2.86, -2.55], [3.68, -0.18, -3.54], [4.37, -1.19, -2.27], [2.82, -0.38, -2.01], [-0.21, -0.09, -5.16], [-1.19, 0.04, -3.70], [-1.24, -1.44, -4.69], [1.09, -1.79, -1.71], [-7.84, -0.52, 2.04], [-6.71, -0.36, 1.11], [-5.40, -0.25, 1.59], [-4.32, -0.23, 0.73], [-4.56, -0.27, -0.64], [-5.85, -0.29, -1.16], [-6.91, -0.34, -0.28], [-3.29, -0.59, -1.84], [-2.89, -2.27, -1.31], [-1.96, 0.13, -1.30], [-7.51, -0.90, 3.00], [-8.60, -1.18, 1.63], [-8.33, 0.44, 2.22], [-5.23, -0.21, 2.66], [-3.30, -0.17, 1.12], [-6.00, -0.27, -2.23], [-7.92, -0.40, -0.67], [-2.60, -2.27, -0.25], [-2.09, -2.66, -1.94], [-3.78, -2.89, -1.43]]
}



Record 3
{
  "formula": "C24H30BrLaN2O5S5",
  "method": "the ωB97M-V functional and the def2-TZVPD basis",
  "e_lumo_ev": 0.085,
  "spin_multiplicity": 1,
  "de_lowest_kj_mol": 63.1,
  "charge": 0,
  "max_force_ev_per_a": 1.3,
  "symbols": ["La", "C", "C", "S", "C", "C", "S", "C", "C", "S", "C", "C", "S", "H", "H", "H", "H", "H", "H", "H", "H", "H", "H", "H", "H", "H", "H", "H", "H", "N", "C", "C", "C", "O", "O", "H", "H", "H", "H", "H", "H", "O", "C", "N", "S", "O", "O", "C", "C", "C", "C", "C", "C", "H", "H", "H", "H", "Br", "C", "C", "C", "C", "C", "C", "H", "H", "H", "H"],
  "positions_angstrom": [[-0.67, 0.52, 0.44], [1.90, 3.81, -2.02], [2.51, 3.13, -0.78], [2.21, 1.36, -0.82], [3.79, 0.62, -0.35], [3.64, -0.89, -0.10], [2.18, -1.68, -0.75], [2.35, -1.54, -2.54], [0.96, -1.73, -3.16], [-0.22, -0.38, -2.92], [0.17, 0.78, -4.25], [1.13, 1.92, -3.92], [0.41, 3.02, -2.68], [2.63, 3.86, -2.83], [1.63, 4.83, -1.78], [2.08, 3.55, 0.13], [3.58, 3.33, -0.74], [4.18, 1.09, 0.56], [4.51, 0.81, -1.15], [3.57, -1.07, 0.97], [4.54, -1.40, -0.45], [3.03, -2.30, -2.93], [2.75, -0.56, -2.82], [0.47, -2.60, -2.72], [1.03, -1.93, -4.23], [-0.78, 1.18, -4.60], [0.57, 0.20, -5.08], [1.34, 2.48, -4.84], [2.07, 1.51, -3.55], [-2.73, 1.35, -1.68], [-3.96, 1.85, -1.04], [-3.64, 2.95, -0.01], [-2.43, 2.49, 0.75], [-2.54, 1.58, 1.62], [-1.28, 2.80, 0.30], [-2.31, 2.08, -2.25], [-2.95, 0.57, -2.29], [-4.42, 1.01, -0.53], [-4.69, 2.25, -1.75], [-4.49, 3.07, 0.66], [-3.43, 3.90, -0.50], [0.67, -2.39, 1.78], [-0.35, -2.64, 1.17], [-0.75, -1.96, 0.00], [-2.28, -2.28, -0.36], [-2.51, -2.77, -1.68], [-3.02, -1.07, 0.04], [-2.52, -3.55, 0.82], [-3.63, -4.36, 1.01], [-3.55, -5.29, 2.04], [-2.40, -5.40, 2.83], [-1.30, -4.57, 2.61], [-1.38, -3.65, 1.58], [-4.51, -4.26, 0.40], [-4.39, -5.94, 2.23], [-2.38, -6.14, 3.62], [-0.41, -4.64, 3.22], [2.76, 1.80, 6.73], [1.93, 1.41, 5.07], [2.64, 1.59, 3.89], [2.01, 1.28, 2.69], [0.68, 0.83, 2.59], [0.04, 0.68, 3.82], [0.63, 0.95, 5.05], [3.66, 1.95, 3.92], [2.59, 1.44, 1.78], [-1.00, 0.34, 3.85], [0.09, 0.82, 5.98]]
}